# 1
15
Properties=species:S:1:pos:R:3:forces:R:3 method="wB97M-V/def2-TZVPD" e_tot_ev=-6699.780 charge=+1 e_above_lowest_kcal_mol=29.0 max_force_ha_per_bohr=0.05632
C 0.2952 -1.1081 -1.6026 -0.500 -0.293 1.029
N -1.0080 -0.3925 -1.3163 0.798 0.030 -1.245
H 1.1298 -0.4276 -1.4769 -0.118 0.190 -0.164
H 0.2802 -1.5614 -2.5849 -0.011 -0.003 -0.052
H 0.3383 -1.8489 -0.7989 0.292 -0.176 -0.453
H -1.0338 0.4745 -1.8549 -0.115 0.141 0.312
H -1.7895 -0.9516 -1.6567 -0.078 -0.053 0.383
H -1.0432 -0.2049 -0.2857 -0.242 0.271 0.576
N 1.2397 1.2118 0.9933 0.719 -0.177 0.470
C 0.0973 1.0995 1.7553 -0.446 -0.642 2.007
N -0.8320 0.2683 1.5256 1.071 -1.154 -2.431
H 1.9712 1.6279 1.5653 -0.258 0.782 -0.339
H 1.6562 0.2982 0.8268 -0.622 -0.134 -0.583
H 0.0831 1.6904 2.6803 0.144 0.165 -0.227
H -1.3844 -0.1759 2.2303 -0.633 1.055 0.716

# 2
18
Properties=species:S:1:pos:R:3:forces:R:3 method="wB97M-V/def2-TZVPD" e_tot_ev=-20089.810 smiles="CN(C)OP(N)(N)=O" e_above_lowest_kcal_mol=4.2 max_force_ha_per_bohr=0.10542
C 1.7741 0.3818 0.3463 0.784 0.481 -1.351
N 0.5582 -0.3746 0.0386 0.563 1.586 1.716
C 0.8174 -1.5671 -0.6904 2.381 0.319 0.928
O -0.3375 0.4869 -0.6815 -3.044 -1.095 0.412
P -1.9760 -0.0518 0.0001 2.642 3.714 0.586
N -1.9665 0.7323 1.5410 -0.940 4.180 -3.321
N -3.1729 0.6822 -0.8937 2.276 -0.834 2.977
O -2.1006 -1.4855 0.0683 -0.369 -1.359 0.133
H 1.6099 1.4817 0.1608 0.237 -1.229 -0.102
H 2.1076 0.3044 1.3708 -0.226 -0.320 0.467
H 2.6324 -0.0501 -0.2929 -1.047 1.064 0.712
H 1.2097 -2.3096 0.0166 -0.651 -0.149 -0.093
H -0.1140 -1.7405 -1.0786 -1.771 -1.701 -1.414
H 1.6497 -1.4485 -1.3956 -0.369 0.143 -0.616
H -1.4512 0.1924 2.1239 2.035 -1.953 2.400
H -1.5925 1.7956 1.6025 -1.198 -3.501 -0.535
H -3.0189 1.4655 -1.4121 0.492 2.467 -1.608
H -3.7690 0.0334 -1.2638 -1.796 -1.813 -1.289

# 3
20
Properties=species:S:1:pos:R:3:forces:R:3 method="wB97M-V/def2-TZVPD" e_tot_ev=-31433.201 charge=-1 e_above_lowest_kcal_mol=0.0 max_force_ha_per_bohr=0.02715
C -3.0232 -1.0204 -0.7342 -0.205 -0.131 0.014
C 2.4104 1.2452 -0.4704 -0.035 -0.717 -0.026
N -0.4082 1.4892 1.0167 -0.069 -0.343 -0.133
N -2.1612 0.1215 -0.5808 0.554 0.336 0.250
N 1.9018 -0.5256 1.5609 0.193 -0.176 -0.732
O 2.7417 -1.4946 -0.7654 0.360 -0.311 -0.073
O 0.3869 -0.5580 -0.6371 -0.811 0.645 0.936
O -1.0447 -0.9955 1.4859 -0.242 -0.537 0.410
P 1.8885 -0.4794 -0.1290 0.174 0.994 0.157
P -0.8520 0.0752 0.4968 -0.130 0.213 -1.272
H -2.7741 -1.6502 -1.5962 0.017 -0.028 0.016
H -2.9161 -1.6108 0.1736 -0.128 -0.137 -0.053
H -4.0664 -0.6914 -0.8254 0.049 -0.148 -0.017
H 3.4614 1.3386 -0.2116 0.122 0.015 0.010
H 2.2751 1.4511 -1.5313 0.000 -0.007 -0.056
H 1.8111 1.9264 0.1236 -0.067 0.011 0.079
H -0.4960 2.2024 0.3073 0.030 0.232 -0.105
H -2.0292 0.6698 -1.4172 0.071 0.010 0.084
H 1.8031 -1.4927 1.8495 -0.079 0.013 0.116
H 1.0910 -0.0009 1.8846 0.195 0.068 0.395

# 4
16
Properties=species:S:1:pos:R:3:forces:R:3 method="wB97M-V/def2-TZVPD" e_tot_ev=-8195.009 smiles="[H]/N=C/N.NCN" e_above_lowest_kcal_mol=42.1 max_force_ha_per_bohr=0.07144
H -1.1453 -1.5466 -1.9451 0.518 0.627 0.482
N -1.3467 -0.8949 -1.1773 -1.264 -2.092 0.357
C -1.2305 0.3090 -1.4345 1.245 2.712 -2.143
N -1.7956 1.3786 -0.7565 -0.531 -2.137 1.686
H -0.6243 0.7539 -2.2915 -0.668 -0.786 0.489
H -1.1660 2.1525 -0.7809 -0.057 0.708 0.463
H -2.1883 1.0593 0.1759 0.730 0.994 -1.410
N 1.7677 0.8546 0.7711 -0.987 0.932 0.611
C 1.1089 -0.2663 1.5291 -2.321 0.520 0.058
N 1.3047 -1.5497 0.7427 -1.370 0.037 1.057
H 2.1909 1.5429 1.4095 0.070 -0.755 -0.137
H 1.0292 1.4666 0.3275 0.883 -1.303 0.520
H 1.4341 -0.4202 2.6458 0.048 0.297 -2.399
H -0.0639 0.1136 1.6919 2.493 -1.412 -0.557
H 0.8299 -1.5671 -0.2275 0.677 0.305 2.534
H 0.9221 -2.3307 1.3668 0.536 1.354 -1.611

# 5
16
Properties=species:S:1:pos:R:3:forces:R:3 method="wB97M-V/def2-TZVPD" e_tot_ev=-8172.736 charge=+2 e_above_lowest_kcal_mol=139.3 max_force_ha_per_bohr=0.13202
C 0.2688 -0.0105 -0.8792 -4.803 -1.349 0.212
C -1.8963 1.6686 1.1602 -1.228 -6.282 2.263
N 1.4981 -0.5605 -0.7431 3.331 0.756 -0.890
N -0.4410 -0.5162 0.4767 0.500 0.647 -2.191
N 1.9136 -1.6871 -1.2970 2.017 0.091 -0.675
N -0.5753 0.3084 1.4299 -2.698 4.966 -2.412
H 0.2292 1.0394 -1.0444 0.533 1.218 1.234
H -0.4525 -0.2327 -1.7214 1.285 -1.186 0.622
H -2.2608 1.7778 2.1712 0.039 0.046 0.058
H -1.4814 2.4263 0.7242 3.167 4.485 -2.012
H -2.5691 1.1820 0.4479 0.096 -0.366 0.545
H 2.2439 0.1091 -0.3894 -0.818 -1.447 -0.421
H -0.2727 -1.4487 0.8217 0.450 -0.768 -0.675
H 1.3348 -2.2385 -1.9443 -0.160 0.516 0.381
H 2.9571 -1.7121 -1.4979 -1.565 -0.277 0.587
H -0.4962 -0.1051 2.2849 -0.145 -1.051 3.374

# 6
18
Properties=species:S:1:pos:R:3:forces:R:3 method="wB97M-V/def2-TZVPD" e_tot_ev=-12285.195 e_above_lowest_kcal_mol=164.0 max_force_ha_per_bohr=0.08992
H 2.3524 -2.2985 1.3024 -1.542 1.965 -0.209
N 2.0282 -1.2943 0.9650 3.507 -2.980 -0.444
N 1.0141 -0.7869 1.2383 -3.509 1.015 1.539
O 0.0802 -1.5419 2.1308 0.025 0.712 -0.675
C -1.0659 -0.6832 2.4982 0.268 -0.447 -1.956
H -1.3670 -1.0950 3.4500 -0.690 -0.243 -0.113
H -1.8879 -0.5457 1.6583 1.610 -0.882 1.767
H -0.6933 0.2951 2.6970 0.355 0.855 0.090
C -1.4807 0.4644 -1.8357 -0.008 -2.529 -0.855
O -0.1809 -0.1804 -1.8179 -0.352 0.118 0.169
N 0.8750 0.7372 -1.9998 -0.075 0.555 -1.823
N 1.0068 1.6210 -0.9335 0.664 -0.892 0.995
H -1.7598 0.5861 -0.7765 -0.164 1.019 -0.719
H -2.1575 -0.3515 -2.2561 0.724 0.823 0.667
H -1.5446 1.2438 -2.6156 0.235 0.289 1.072
H 1.6958 0.1540 -2.2066 -0.638 0.112 0.611
H 1.6365 1.2135 -0.2421 -0.291 0.150 0.305
H 1.4486 2.4621 -1.2563 -0.119 0.362 -0.421

# 7
19
Properties=species:S:1:pos:R:3:forces:R:3 method="wB97M-V/def2-TZVPD" e_tot_ev=-23123.141 e_above_lowest_kcal_mol=56.9 max_force_ha_per_bohr=0.10812
C -2.6990 1.6668 0.1755 -0.391 -0.053 -1.338
C -0.0663 -2.0889 -0.4178 -2.619 -0.968 0.077
N 3.6585 0.4252 -0.5674 -1.027 0.177 0.443
N -1.4480 0.9643 -0.0494 1.178 5.434 0.022
N -0.2172 -0.7028 -0.1200 -0.699 -0.035 -0.181
N -1.3913 -0.2774 -0.1278 0.269 -3.093 -0.546
O 1.5792 1.6551 0.2236 -0.452 1.367 0.502
O 2.3399 -0.5572 1.2125 -3.632 0.296 -0.955
S 1.9534 0.3315 -0.1863 3.008 -2.605 -0.240
H -3.5518 1.1700 -0.4490 1.356 0.474 1.919
H -2.7475 1.7906 1.2726 -1.163 -0.061 -0.584
H -2.6346 2.6623 -0.3115 0.219 -0.427 0.519
H 0.5496 -2.2566 -1.3037 -0.049 -0.098 0.198
H 0.3133 -2.4915 0.4707 1.489 -1.066 0.984
H -1.0848 -2.6358 -0.4570 1.346 0.986 -0.632
H 3.9447 1.3847 -0.3659 0.486 -0.416 -0.938
H 3.8539 -0.0910 -1.4355 0.187 1.167 0.497
H -0.5087 1.5239 -0.0019 -2.005 -1.349 0.078
H 3.2517 -0.4482 1.3087 2.499 0.269 0.176

# 8
17
Properties=species:S:1:pos:R:3:forces:R:3 method="wB97M-V/def2-TZVPD" multiplicity=3 e_tot_ev=-19008.146 charge=+2 e_above_lowest_kcal_mol=39.7 max_force_ha_per_bohr=0.12511 s_squared=2.008
C 0.2824 0.8083 -0.5658 -1.303 2.773 -1.868
C -0.8283 -1.3818 -1.1275 4.128 1.066 -3.235
N -0.1088 1.4185 0.7814 2.197 1.443 0.036
N 0.2477 -0.5729 -0.4771 -2.366 -5.052 3.204
N -0.6848 0.7307 1.7384 0.003 1.634 -1.735
N 0.4934 -1.0892 0.7876 1.906 0.244 -2.208
S 1.9744 1.3922 -0.8934 -0.002 -0.192 0.076
H -0.4991 1.0552 -1.4255 1.720 0.074 1.828
H -0.5225 -2.3773 -1.2061 0.518 -1.811 0.951
H -1.7177 -1.2416 -0.6804 -3.308 0.661 1.178
H -0.7040 -1.1842 -2.2014 -1.021 0.775 0.153
H 0.6364 2.1062 1.1307 -1.353 -0.897 -0.763
H -0.2946 0.9263 2.6254 -0.612 -0.032 1.651
H -1.5473 0.3243 1.4444 -0.840 -0.632 0.881
H 0.0212 -1.9156 1.1834 0.394 0.088 -1.009
H 1.4710 -0.9222 0.9944 0.139 -0.234 0.941
H 1.7806 1.9230 -2.1084 -0.201 0.092 -0.079

# 9
19
Properties=species:S:1:pos:R:3:forces:R:3 method="wB97M-V/def2-TZVPD" e_tot_ev=-12657.173 charge=+1 e_above_lowest_kcal_mol=56.2 max_force_ha_per_bohr=0.10514
C 0.8337 1.0242 -0.2272 -0.859 0.907 -0.908
C 1.3240 -0.2415 0.2290 -0.684 -0.839 1.426
N -0.4440 1.3507 -0.2661 2.817 -0.142 -0.973
N -1.4076 1.3701 0.4542 -0.016 1.130 2.908
N -2.5637 1.1040 0.4072 -4.831 -0.285 -0.052
N 1.7934 1.9016 -0.7168 0.501 2.796 0.154
N 2.5627 -0.3521 0.6925 0.342 -2.328 0.956
N 0.4454 -1.2454 0.3331 -1.566 4.503 -1.670
N -2.1794 -1.6663 -0.5425 2.508 -3.577 3.185
H -3.2825 1.5145 1.1612 2.889 -0.832 -1.341
H 1.7145 2.9252 -0.3707 -0.092 -2.451 -0.728
H 1.8813 1.9291 -1.7309 0.112 -0.137 0.244
H 3.3264 0.2739 0.7429 -0.103 1.609 -0.715
H 2.8357 -1.1694 1.2539 -0.698 0.159 -0.741
H -0.5153 -1.1457 -0.1719 0.893 -0.409 0.893
H 0.7057 -2.1416 0.4476 1.392 -3.566 0.855
H -2.3492 -1.3423 -1.4205 -1.299 1.035 -2.614
H -2.7371 -1.3669 0.2478 -0.259 -0.093 -0.732
H -1.9441 -2.7223 -0.5228 -1.046 2.518 -0.145

# 10
20
Properties=species:S:1:pos:R:3:forces:R:3 method="wB97M-V/def2-TZVPD" multiplicity=3 e_tot_ev=-14133.309 charge=+2 e_above_lowest_kcal_mol=20.4 max_force_ha_per_bohr=0.10014 s_squared=2.008
C 11.1818 0.2127 0.2718 -0.417 -1.930 -2.311
C -7.5079 0.8913 0.2515 -2.843 2.727 -0.724
N 11.1703 -0.8884 -0.2026 0.843 2.711 1.102
N -6.9029 0.2750 1.1733 1.918 -1.342 1.953
N -8.3186 1.7256 -0.0639 2.146 -2.795 0.895
N 10.9663 1.4819 0.2737 -1.961 -0.550 0.063
N -8.8406 2.5904 -0.8492 0.921 2.578 -1.232
N -6.4563 -2.2236 -0.2080 0.959 -3.069 4.022
N 11.3501 -2.1393 -0.0095 0.038 -0.423 3.993
N -6.7343 -1.6593 -1.2152 -0.765 1.699 -4.499
H -6.6876 0.7654 2.0636 -0.362 -0.475 -0.879
H 11.4944 2.1159 0.7593 3.098 1.485 1.034
H 10.0549 1.8908 0.4020 -1.187 -0.788 -0.397
H -9.7882 2.7727 -0.7165 -2.271 -0.691 0.431
H -8.4551 3.5504 -0.8787 0.944 -1.013 -0.111
H -6.4996 -0.6898 1.0642 -0.508 1.018 -0.299
H -6.2179 -3.2312 -0.2632 0.294 0.537 0.783
H 11.4604 -2.7693 -0.7265 0.276 -1.024 -2.363
H 11.6555 -2.4639 0.9343 -0.651 0.518 -1.120
H -6.9247 -2.2075 -2.0606 -0.472 0.826 -0.341